Density functional theory data (ωB97M-V/def2-TZVPD) for a molecular structure, C4H8NO2.

```
15
Properties=species:S:1:pos:R:3:nbo_charge:R:1
C -0.90 0.34 -0.71 0.279
N -0.45 0.16 0.60 -0.394
C -1.45 1.71 -1.14 -0.677
C 0.84 -0.49 0.52 -0.321
C 1.14 -1.40 1.66 -0.043
O 2.47 -1.75 1.67 -0.977
O -0.91 -0.43 -1.90 -0.585
H 0.03 0.18 -1.39 0.498
H -0.85 2.51 -0.73 0.220
H -2.51 1.65 -0.72 0.230
H -1.41 1.72 -2.28 0.222
H 1.68 0.28 0.53 0.202
H 0.92 -1.19 -0.39 0.177
H 0.74 -0.94 2.69 0.052
H 0.67 -2.35 1.61 0.119
```

The energy above the lowest of the compared OMol25 structures with the same formula, charge and spin is 8.031 eV. The total charge is -1. For the lowest unoccupied orbital energy, the calculation gives 2.85 eV. The value obtained for the strongest force on any atom is 0.1249 hartree/bohr. For the total energy, the calculation gives -362.22911 a.u. For the HOMO energy, the calculation gives -0.07767 Eh.